1.
Here is 9 unconnected molecules or ions with the total composition C17H42N5O23P at a distorted geometry from the OMol25 dataset. Energies are from wB97M-V/def2-TZVPD.

Last column: Löwdin charge in e.
CARTESIAN COORDINATES (ANGSTROEM)
C 0.26 0.13 5.24  -0.09
O 0.74 0.16 3.92  -0.21
P 0.93 -1.16 3.17  0.32
O 1.36 -1.12 1.76  -0.20
O 1.86 -1.90 4.23  -0.22
C 2.40 -3.17 3.90  -0.09
O -0.43 -1.83 3.56  -0.22
C -1.63 -1.62 2.77  -0.06
H -0.82 0.20 5.23  0.10
H 0.66 1.08 5.61  0.10
H 0.72 -0.71 5.79  0.10
H 2.79 -3.59 4.84  0.10
H 3.20 -3.06 3.20  0.08
H 1.61 -3.90 3.61  0.10
H -2.47 -1.69 3.41  0.07
H -1.72 -2.32 1.91  0.10
H -1.69 -0.56 2.34  0.09
C 1.46 0.31 -5.00  0.05
N 1.16 0.08 -3.58  -0.43
O 0.28 0.74 -3.12  0.08
O 1.71 -0.83 -3.00  0.07
H 1.51 1.35 -5.13  0.07
H 0.67 0.01 -5.60  0.08
H 2.40 -0.13 -5.24  0.10
C -0.25 1.12 0.27  0.05
N -1.47 1.97 0.03  -0.41
O -2.28 1.84 0.93  0.05
O -1.49 2.68 -0.93  0.08
H 0.12 1.38 1.26  0.10
H 0.36 1.33 -0.61  0.08
H -0.48 0.11 0.29  0.05
C -4.71 -0.41 0.46  0.06
N -3.84 -1.27 -0.40  -0.44
O -2.65 -1.31 -0.30  0.06
O -4.45 -1.94 -1.21  0.05
H -5.35 -1.11 0.91  0.09
H -5.21 0.32 -0.18  0.11
H -4.03 0.07 1.15  0.07
C 3.66 1.83 1.64  0.03
N 4.33 1.23 2.80  -0.43
O 5.07 0.28 2.55  0.05
O 4.14 1.74 3.89  0.06
H 4.32 2.12 0.85  0.08
H 3.09 2.70 1.98  0.10
H 2.92 1.09 1.30  0.09
C -2.01 -2.75 -4.42  0.04
N -1.02 -3.46 -5.24  -0.47
O -1.01 -4.64 -5.38  0.08
O -0.20 -2.74 -5.77  0.03
H -1.99 -3.11 -3.38  0.11
H -2.99 -2.80 -4.98  0.13
H -1.67 -1.70 -4.49  0.09
C 3.44 -5.07 -3.44  -0.06
O 4.26 -4.09 -2.82  0.01
C 3.56 -3.38 -1.95  -0.63
O 2.47 -3.68 -1.48  0.10
O 4.25 -2.28 -1.65  -0.01
C 3.61 -1.56 -0.56  -0.03
H 3.93 -5.58 -4.28  0.10
H 2.43 -4.60 -3.70  0.12
H 3.15 -5.79 -2.69  0.08
H 3.37 -2.20 0.30  0.09
H 2.69 -1.26 -0.94  0.04
H 4.42 -0.79 -0.46  0.11
C -4.66 4.58 1.95  -0.03
O -5.87 4.40 2.74  0.00
C -6.22 3.13 2.84  -0.69
O -5.72 2.24 2.24  0.12
O -7.22 3.06 3.67  0.03
C -7.73 1.71 4.02  0.01
H -4.37 5.66 1.93  0.10
H -4.94 4.19 0.91  0.12
H -3.82 3.99 2.36  0.09
H -8.66 1.70 4.57  0.09
H -7.00 1.23 4.69  0.10
H -7.90 1.16 3.13  0.07
C 4.56 1.11 -2.92  0.02
O 4.03 2.07 -1.90  -0.03
C 2.95 2.77 -2.35  -0.58
O 2.57 2.75 -3.46  0.13
O 2.33 3.39 -1.29  -0.03
C 1.21 4.15 -1.71  -0.05
H 3.85 0.30 -3.09  0.07
H 5.43 0.74 -2.41  0.09
H 4.88 1.74 -3.74  0.10
H 1.01 4.89 -0.91  0.11
H 0.35 3.53 -1.84  0.05
H 1.47 4.77 -2.58  0.10

Properties
structure (SMILES)	COP(=O)(OC)OC.C[N+](=O)[O-].C[N+](=O)[O-].C[N+](=O)[O-].C[N+](=O)[O-].C[N+](=O)[O-].COC(=O)OC.COC(=O)OC.COC(=O)OC
maximum force	3.4	eV/Å
HOMO-LUMO gap	0.3934	Eh

2.
Here is a molecular structure, C17H43BeFO16P3S2 at a distorted geometry from the OMol25 dataset. Energies are from wB97M-V/def2-TZVPD.

Last column: Löwdin charge in e.
CARTESIAN COORDINATES (ANGSTROEM)
Be -0.49 -0.11 -0.41  1.02
F -0.45 2.35 -0.26  -0.55
C -2.98 -3.83 3.36  -0.20
C -1.73 -3.65 4.23  -0.19
C -0.90 -2.47 3.52  -0.19
S -2.11 -1.12 3.08  0.73
O -1.73 -0.57 1.78  -0.41
O -2.24 -0.24 4.23  -0.32
C -3.56 -2.40 3.06  -0.14
H -3.71 -4.54 3.76  0.12
H -2.54 -4.25 2.45  0.11
H -1.08 -4.52 4.25  0.11
H -2.05 -3.39 5.24  0.11
H -0.50 -2.61 2.52  0.09
H -0.17 -2.07 4.22  0.08
H -4.06 -2.33 2.10  0.09
H -4.11 -1.99 3.91  0.10
C -3.72 3.57 1.45  -0.24
C -5.13 3.45 0.92  -0.23
C -5.05 2.45 -0.27  -0.16
S -4.03 1.06 0.52  0.79
O -3.03 0.60 -0.47  -0.40
O -5.02 0.14 1.18  -0.36
C -3.34 2.16 1.85  -0.22
H -3.66 4.22 2.32  0.13
H -3.09 3.98 0.66  0.12
H -5.45 4.45 0.63  0.12
H -5.69 3.03 1.77  0.12
H -4.74 2.94 -1.20  0.11
H -6.04 2.00 -0.40  0.09
H -2.25 2.10 1.88  0.07
H -3.78 1.82 2.79  0.11
C -2.75 -1.37 -4.91  -0.09
O -1.66 -0.51 -5.30  -0.19
P -0.42 -0.25 -4.31  0.51
O -0.83 -0.38 -2.86  -0.28
O 0.83 -1.20 -4.81  -0.22
C 0.79 -2.59 -4.48  -0.10
O 0.17 1.23 -4.59  -0.21
C 0.91 1.54 -5.79  -0.06
H -2.70 -2.38 -5.33  0.09
H -3.69 -1.01 -5.31  0.09
H -2.87 -1.56 -3.84  0.08
H 1.64 -2.85 -3.84  0.08
H 1.04 -3.26 -5.30  0.09
H -0.15 -2.96 -4.08  0.09
H 1.03 2.62 -5.84  0.10
H 0.30 1.31 -6.67  0.10
H 1.85 1.00 -5.65  0.06
C 4.41 -0.13 1.95  -0.08
O 3.31 0.73 2.26  -0.22
P 1.84 0.11 2.54  0.50
O 1.17 -0.26 1.28  -0.25
O 2.05 -1.17 3.56  -0.25
C 2.69 -0.93 4.87  -0.05
O 0.98 1.20 3.41  -0.20
C 0.82 2.50 2.89  -0.10
H 4.84 0.16 0.99  0.08
H 3.99 -1.14 1.93  0.08
H 5.19 -0.38 2.68  0.10
H 2.95 0.09 5.13  0.09
H 3.58 -1.54 5.05  0.09
H 1.91 -1.18 5.59  0.09
H -0.19 2.65 2.52  0.07
H 1.53 2.92 2.17  0.09
H 0.87 3.20 3.72  0.09
C 4.37 -1.92 -1.21  -0.10
O 4.09 -1.03 -2.26  -0.19
P 2.97 0.03 -2.05  0.50
O 1.66 -0.46 -1.49  -0.25
O 3.82 1.16 -1.24  -0.21
C 3.21 2.26 -0.62  -0.10
O 2.97 0.71 -3.53  -0.23
C 4.11 0.89 -4.27  -0.13
H 3.56 -2.39 -0.66  0.10
H 5.07 -1.47 -0.51  0.08
H 4.84 -2.77 -1.72  0.10
H 2.12 2.24 -0.71  0.07
H 3.59 3.21 -0.99  0.10
H 3.36 2.33 0.46  0.07
H 4.17 1.83 -4.82  0.10
H 4.07 0.09 -5.00  0.10
H 5.02 0.88 -3.67  0.09

Properties
energy above the lowest of the compared OMol25 structures with the same formula, charge and spin	0.000	eV
maximum force	3.8	eV/Å
net charge	+1
HOMO-LUMO gap	0.2895	Eh

3.
Here is a molecular structure, C17H44N2O3PPtS2Sb at a distorted geometry from the OMol25 dataset. Energies are from wB97M-V/def2-TZVPD.

Last column: Mulliken spin population.
CARTESIAN COORDINATES (ANGSTROEM)
Pt -0.01 0.06 -0.44  1.10
C 1.72 -2.40 -3.89  0.00
C 0.19 -2.04 -3.78  0.01
Sb -0.58 -2.16 -1.75  0.26
C -2.58 -2.46 -2.24  0.01
C -3.35 -1.20 -2.69  0.03
C 0.17 -4.05 -1.05  0.02
C -0.35 -5.24 -1.82  0.00
H 1.97 -3.00 -4.77  0.00
H 2.06 -2.99 -3.00  0.00
H 2.30 -1.50 -3.93  0.00
H -0.40 -2.76 -4.44  0.00
H 0.02 -1.02 -4.04  0.00
H -3.14 -2.93 -1.46  0.00
H -2.59 -3.28 -3.01  0.01
H -3.11 -0.41 -2.06  -0.01
H -4.44 -1.32 -2.69  0.00
H -3.11 -0.81 -3.68  0.00
H -0.14 -4.13 -0.01  0.00
H 1.28 -3.89 -1.14  0.00
H -1.46 -5.39 -1.81  0.00
H 0.09 -6.14 -1.42  0.00
H -0.02 -5.13 -2.90  0.00
C 1.94 1.75 5.72  0.00
C 1.29 2.46 4.59  0.00
C 2.04 3.68 4.15  0.00
O 1.30 1.51 3.41  0.02
P 0.10 0.71 2.80  -0.01
S 0.84 -0.88 1.73  0.34
S -0.81 1.70 1.25  0.15
O -0.75 0.45 4.05  0.00
C -1.74 -0.70 4.08  0.00
C -2.96 -0.17 4.80  0.00
C -1.01 -1.76 4.88  0.01
H 1.95 2.40 6.55  0.00
H 2.93 1.47 5.39  0.00
H 1.43 0.81 6.00  0.00
H 0.23 2.69 4.79  0.00
H 3.00 3.35 3.77  0.00
H 2.29 4.22 5.05  0.00
H 1.51 4.30 3.50  0.00
H -1.94 -1.08 3.01  0.00
H -2.74 0.15 5.84  0.00
H -3.70 -0.98 4.78  0.00
H -3.27 0.66 4.21  0.00
H -0.60 -1.30 5.83  0.00
H -0.25 -2.28 4.27  0.00
H -1.72 -2.47 5.25  0.00
C -1.85 1.89 -5.32  0.00
C -1.27 2.18 -3.96  -0.01
C -1.76 3.44 -3.34  0.00
O -0.47 1.45 -3.44  -0.02
H -2.86 2.34 -5.37  0.00
H -1.89 0.82 -5.59  0.00
H -1.15 2.33 -6.04  0.00
H -2.84 3.34 -3.06  0.00
H -1.79 4.32 -4.06  0.00
H -1.10 3.64 -2.50  0.00
N 2.36 2.21 0.67  0.01
C 3.19 1.26 -0.16  0.00
C 2.73 1.37 -1.61  -0.01
N 1.80 0.24 -1.88  0.13
H 2.64 3.13 0.36  0.00
H 2.39 2.14 1.70  0.00
H 1.34 2.16 0.51  0.00
H 3.11 0.25 0.24  0.00
H 4.16 1.62 -0.03  0.00
H 3.60 1.34 -2.21  0.00
H 2.18 2.30 -1.86  -0.01
H 2.30 -0.62 -1.94  -0.01
H 1.28 0.32 -2.77  -0.03

Properties
energy above the lowest of the compared OMol25 structures with the same formula, charge and spin	0.000	eV
2S+1	3
maximum force	2.5	eV/Å
net charge	+2
HOMO-LUMO gap (spin up / spin down)	0.3085 / 0.2761	Eh

4.
Here is 3 unconnected molecules or ions with the total composition C17H45BN4O4S at a distorted geometry from the OMol25 dataset. Energies are from wB97M-V/def2-TZVPD.

Last column: Löwdin charge in e.
CARTESIAN COORDINATES (ANGSTROEM)
C 7.90 -2.88 2.44  -0.09
C 7.58 -1.35 2.71  -0.27
N 6.11 -1.18 2.64  0.03
B 5.64 0.18 2.50  -0.73
S 6.55 1.50 1.50  0.70
C 4.26 0.65 3.19  -0.18
C 3.24 -0.51 3.47  -0.23
C 2.97 -1.43 2.27  -0.27
N 1.88 -2.38 2.69  -0.02
H 7.21 -3.31 1.70  0.07
H 7.92 -3.41 3.40  0.06
H 8.91 -2.93 2.00  0.07
H 7.96 -1.15 3.72  0.11
H 8.12 -0.79 1.94  0.08
H 5.70 -1.64 3.44  0.11
H 5.97 1.44 0.27  -0.14
H 3.75 1.44 2.61  0.09
H 4.54 1.11 4.16  0.11
H 3.55 -1.05 4.38  0.11
H 2.27 -0.03 3.71  0.11
H 3.83 -2.06 1.98  0.09
H 2.61 -0.89 1.38  0.12
H 1.92 -3.21 2.12  0.06
H 2.18 -2.71 3.60  0.06
C -4.69 -1.46 -1.84  -0.11
O -4.31 -2.77 -1.42  -0.19
C -3.05 -3.17 -1.92  -0.21
C -2.03 -3.27 -0.80  -0.21
N -1.69 -1.94 -0.29  -0.05
C -0.92 -1.96 0.96  -0.20
C -1.60 -2.54 2.20  -0.23
O -2.69 -1.77 2.68  -0.18
C -3.93 -2.05 2.06  -0.10
H -5.72 -1.30 -1.53  0.09
H -4.07 -0.70 -1.37  0.06
H -4.63 -1.36 -2.93  0.09
H -2.69 -2.51 -2.72  0.12
H -3.18 -4.17 -2.36  0.12
H -1.12 -3.75 -1.17  0.12
H -2.46 -3.90 -0.01  0.10
H -2.54 -1.43 -0.12  0.07
H -0.65 -0.92 1.18  0.12
H 0.02 -2.49 0.78  0.09
H -0.85 -2.53 3.00  0.10
H -1.89 -3.59 2.08  0.11
H -4.02 -3.09 1.75  0.09
H -4.10 -1.39 1.20  0.07
H -4.72 -1.83 2.78  0.09
C -3.58 5.95 -3.03  -0.12
O -2.62 5.30 -3.83  -0.20
C -1.31 5.33 -3.29  -0.21
C -0.87 3.93 -2.87  -0.21
N -1.62 3.48 -1.70  -0.05
C -1.43 2.06 -1.39  -0.19
C -1.94 1.04 -2.41  -0.21
O -3.35 1.01 -2.56  -0.22
C -3.88 1.95 -3.48  -0.08
H -4.52 6.00 -3.59  0.09
H -3.77 5.40 -2.10  0.08
H -3.27 6.97 -2.79  0.09
H -1.22 6.03 -2.46  0.12
H -0.64 5.67 -4.09  0.12
H 0.20 3.94 -2.63  0.12
H -1.02 3.26 -3.73  0.10
H -2.60 3.65 -1.85  0.07
H -1.96 1.87 -0.45  0.12
H -0.37 1.88 -1.19  0.12
H -1.66 0.05 -2.04  0.10
H -1.45 1.14 -3.39  0.11
H -3.19 2.16 -4.30  0.09
H -4.15 2.88 -2.96  0.07
H -4.80 1.53 -3.89  0.09

Properties
structure (SMILES)	CCNB(S)CCCN.COCCNCCOC.COCCNCCOC
maximum force	3.2	eV/Å
HOMO-LUMO gap	0.3226	Eh